[1]
# C5H9N4O

The ion C5H9N4O with charge +1 in a non-equilibrium geometry (ωB97M-V/def2-TZVPD, OMol25).

```
19
Properties=species:S:1:pos:R:3:lowdin_charge:R:1
C -1.020 -0.597 1.233 0.0527
C 0.691 -0.780 -0.911 -0.2531
C 2.289 -0.583 -2.756 -0.0728
C -2.402 0.700 2.902 0.0267
C 1.316 0.213 -1.893 -0.1439
N -0.680 1.525 1.460 0.1203
N 0.091 1.125 0.570 0.0931
N -1.399 0.494 1.905 -0.1069
N -0.074 -0.189 0.391 0.0516
O 0.667 -1.949 -0.957 0.2008
H -1.390 -1.595 1.350 0.1726
H 3.034 -1.079 -2.140 0.0908
H 1.763 -1.340 -3.336 0.0903
H 2.798 0.086 -3.443 0.0897
H -2.497 -0.167 3.547 0.1099
H -2.118 1.575 3.486 0.1127
H -3.363 0.906 2.426 0.1145
H 0.499 0.631 -2.487 0.1357
H 1.796 1.025 -1.348 0.1151
```

As for the charge: +1. For the orbital gap, the calculation gives 11.39 eV. The calculation puts the energy above the lowest of the compared OMol25 structures with the same formula, charge and spin at 2.350 eV. The calculation puts the LUMO energy at -0.161 hartree.

=====

[2]
# C18H38HgN5O4P

A structure of composition C18H38HgN5O4P (ωB97M-V/def2-TZVPD, OMol25).

```
67
Properties=species:S:1:pos:R:3:lowdin_charge:R:1
Hg -0.510 -0.474 0.175 1.0676
C -3.737 4.001 -1.265 -0.0370
N -3.668 2.556 -1.113 -0.1428
C -4.938 1.847 -1.164 -0.0238
C -2.512 1.865 -1.135 -0.4334
O -2.473 0.638 -1.100 -0.0515
C -1.231 2.684 -1.185 -0.1452
O -0.149 1.799 -1.314 -0.1893
C 1.077 2.447 -1.091 -0.1390
C 2.174 1.395 -1.060 -0.4007
O 1.892 0.198 -1.018 -0.0419
N 3.439 1.841 -1.082 -0.1353
C 3.801 3.250 -1.073 -0.0312
C 4.538 0.891 -1.135 -0.0195
H -4.655 4.354 -0.799 0.0947
H -3.751 4.298 -2.317 0.1027
H -2.905 4.494 -0.767 0.0847
H -5.556 2.126 -0.309 0.0935
H -4.750 0.779 -1.142 0.0849
H -5.474 2.101 -2.080 0.0987
H -1.142 3.251 -0.252 0.1157
H -1.259 3.384 -2.030 0.1428
H 1.055 2.965 -0.124 0.1201
H 1.277 3.176 -1.886 0.1419
H 3.031 3.853 -0.600 0.0849
H 3.982 3.623 -2.084 0.1031
H 4.714 3.373 -0.493 0.0978
H 4.168 -0.065 -1.493 0.0754
H 4.990 0.757 -0.149 0.1014
H 5.297 1.260 -1.823 0.0969
C 3.287 -4.567 -1.317 -0.1551
C 3.351 -3.302 -0.483 -0.1712
N 2.057 -2.651 -0.511 0.0785
C 0.881 -3.322 -0.597 -0.3824
N -0.233 -2.628 -0.611 -0.0894
C -1.489 -3.345 -0.791 -0.2491
C -1.458 -4.669 -0.048 -0.1621
C -0.297 -5.481 -0.585 -0.1505
N 0.917 -4.674 -0.662 -0.0330
C 2.157 -5.431 -0.798 -0.1501
H 4.223 -5.121 -1.254 0.1209
H 3.113 -4.306 -2.362 0.1252
H 4.089 -2.608 -0.883 0.1151
H 3.649 -3.543 0.544 0.1227
H 2.006 -1.650 -0.640 0.0663
H -1.675 -3.522 -1.857 0.1219
H -2.304 -2.717 -0.431 0.0897
H -2.387 -5.222 -0.187 0.1186
H -1.330 -4.481 1.020 0.1202
H -0.533 -5.870 -1.581 0.1303
H -0.086 -6.339 0.059 0.1269
H 1.968 -6.263 -1.479 0.1279
H 2.426 -5.859 0.174 0.1314
C -0.305 1.034 4.202 -0.1742
P -1.054 2.086 2.950 0.5054
C -2.724 1.451 2.717 -0.1759
C -1.243 3.702 3.719 -0.1729
O -0.277 2.131 1.672 -0.4232
H -0.907 1.022 5.111 0.0588
H 0.694 1.401 4.436 0.0588
H -0.223 0.020 3.809 0.0472
H -3.283 1.427 3.653 0.0593
H -2.652 0.442 2.308 0.0305
H -3.250 2.078 1.996 0.0472
H -1.811 3.626 4.647 0.0587
H -1.763 4.372 3.035 0.0532
H -0.259 4.116 3.933 0.0580
```

The spin multiplicity is 2. As for the charge: +1. For the orbital gap (spin up / spin down), the calculation gives 7.64 / 7.70 eV. The calculation puts the energy above the lowest of the compared OMol25 structures with the same formula, charge and spin at 0.000 eV. The calculation puts the LUMO energy (spin up / spin down) at -0.058 / -0.112 hartree.

=====

[3]
# C5H8O2

The molecule C5H8O2 (ωB97M-V/def2-TZVPD, OMol25).

```
15
Properties=species:S:1:pos:R:3:lowdin_charge:R:1
O -1.872 0.942 1.264 -0.0623
C -0.948 -0.481 0.804 -0.1624
C -0.704 -0.467 -0.701 -0.0435
C 0.703 0.063 -0.364 -0.4680
C 1.945 -0.200 -1.080 -0.0823
O 1.339 1.094 -1.094 -0.0175
C 0.342 0.099 1.089 -0.0875
H -2.284 1.376 0.497 0.0875
H -1.534 -1.220 1.343 0.1296
H -1.330 0.195 -1.310 0.1210
H -0.720 -1.473 -1.133 0.1224
H 2.883 -0.261 -0.528 0.1121
H 1.937 -0.734 -2.032 0.1110
H -0.733 1.170 1.297 0.1403
H 0.975 -0.104 1.949 0.0995
```

As for the charge: 0. For the orbital gap, the calculation gives 9.02 eV. The calculation puts the energy above the lowest of the compared OMol25 structures with the same formula, charge and spin at 5.281 eV. The calculation puts the LUMO energy at 0.029 hartree.

=====

[4]
# C38H30As2F2N2SeTa

A structure of composition C38H30As2F2N2SeTa in a non-equilibrium geometry (ωB97M-V/def2-TZVPD, OMol25).

```
76
Properties=species:S:1:pos:R:3:lowdin_charge:R:1
Ta 0.126 -0.122 -0.487 1.3694
C 1.086 -2.944 -2.524 -0.3682
C 2.023 -3.157 -1.342 -0.3598
As 2.398 -1.562 -0.267 1.2282
C 3.911 -0.750 -1.099 -0.4136
C 4.028 -0.743 -2.487 -0.1245
C 5.135 -0.145 -3.070 -0.0436
C 6.103 0.450 -2.268 -0.0268
C 5.977 0.441 -0.886 -0.0309
C 4.874 -0.158 -0.289 -0.0942
C 3.000 -2.164 1.435 -0.3991
C 4.020 -3.111 1.389 -0.0894
C 4.531 -3.603 2.581 -0.0328
C 4.038 -3.138 3.795 -0.0264
C 3.039 -2.173 3.827 -0.0385
C 2.511 -1.678 2.643 -0.1138
As -0.598 -2.023 -2.214 1.2176
C -1.163 -1.476 -3.946 -0.3943
C -0.367 -0.581 -4.661 -0.1297
C -0.736 -0.236 -5.951 -0.0426
C -1.891 -0.780 -6.506 -0.0227
C -2.677 -1.664 -5.781 -0.0285
C -2.322 -2.019 -4.484 -0.0735
C -1.903 -3.182 -1.473 -0.4308
C -1.746 -4.557 -1.596 -0.0786
C -2.729 -5.392 -1.075 -0.0299
C -3.846 -4.849 -0.455 -0.0255
C -3.997 -3.468 -0.349 -0.0450
C -3.019 -2.625 -0.854 -0.1263
H 0.810 -3.885 -3.002 0.0942
H 1.544 -2.332 -3.301 0.0586
H 2.998 -3.476 -1.711 0.0972
H 1.671 -3.927 -0.657 0.0792
H 3.291 -1.217 -3.123 0.0863
H 5.251 -0.154 -4.145 0.1232
H 6.966 0.916 -2.725 0.1272
H 6.740 0.894 -0.267 0.1263
H 4.785 -0.170 0.789 0.1113
H 4.431 -3.463 0.451 0.1157
H 5.322 -4.341 2.561 0.1261
H 4.446 -3.522 4.720 0.1268
H 2.680 -1.796 4.775 0.1217
H 1.761 -0.901 2.674 0.0808
H 0.543 -0.167 -4.236 0.0675
H -0.128 0.450 -6.525 0.1235
H -2.177 -0.511 -7.514 0.1287
H -3.570 -2.083 -6.223 0.1275
H -2.940 -2.706 -3.922 0.1093
H -0.889 -4.993 -2.091 0.1075
H -2.623 -6.464 -1.166 0.1280
H -4.612 -5.505 -0.064 0.1278
H -4.882 -3.053 0.117 0.1239
H -3.155 -1.550 -0.784 0.1046
F -0.902 -4.640 2.252 0.1391
C -1.085 -3.331 2.170 -0.2394
C -0.268 -2.589 1.340 -0.0578
C -0.486 -1.206 1.227 -0.2903
C -1.492 -0.580 2.005 -0.1149
C -2.267 -1.377 2.827 -0.1863
F -3.252 -0.843 3.541 0.1338
C -2.082 -2.748 2.927 0.1571
C -1.671 0.861 1.812 -0.1861
C -2.348 1.717 2.652 0.0576
C -2.429 3.067 2.330 0.0428
C -1.840 3.533 1.166 0.0091
C -1.165 2.639 0.368 -0.1057
N -1.068 1.321 0.677 -0.0730
H 0.507 -3.120 0.811 0.0746
H -2.711 -3.337 3.583 0.1661
H -2.802 1.343 3.556 0.1352
H -2.955 3.747 2.988 0.1442
H -1.895 4.572 0.875 0.1382
H -0.696 2.964 -0.546 0.0632
Se 1.317 1.695 -1.862 0.7960
C 1.899 1.608 -0.111 -0.7973
N 2.093 1.241 0.977 0.1451
```

As for the charge: +3. For the orbital gap, the calculation gives 5.61 eV. The calculation puts the energy above the lowest of the compared OMol25 structures with the same formula, charge and spin at 1.598 eV. The calculation puts the LUMO energy at -0.411 hartree.

=====

[5]
# C6H13N

The molecule C6H13N (ωB97M-V/def2-TZVPD, OMol25).

```
20
Properties=species:S:1:pos:R:3:lowdin_charge:R:1
C 0.482 -2.261 0.737 -0.0693
C -0.101 -0.789 0.807 -0.1183
N 0.618 0.711 0.721 -0.0310
C 0.047 2.029 1.157 -0.1017
C -0.062 0.124 -0.392 -0.6021
C -1.352 0.695 -0.953 -0.0393
C 0.976 -0.360 -1.380 -0.0469
H 1.456 -2.443 1.202 0.0696
H -0.214 -2.971 1.224 0.0693
H 0.555 -2.650 -0.293 0.0642
H -0.858 -0.765 1.574 0.1108
H 0.513 2.817 0.529 0.0877
H -1.036 2.196 1.030 0.0591
H 0.304 2.294 2.185 0.0673
H -1.798 -0.067 -1.596 0.0822
H -2.068 0.915 -0.157 0.0697
H -1.219 1.610 -1.548 0.0870
H 1.743 -0.880 -0.802 0.0731
H 1.478 0.464 -1.894 0.0863
H 0.533 -1.050 -2.101 0.0823
```

As for the charge: 0. For the orbital gap, the calculation gives 9.34 eV. The calculation puts the energy above the lowest of the compared OMol25 structures with the same formula, charge and spin at 2.248 eV. The calculation puts the LUMO energy at 0.038 hartree.

=====

[6]
# CH14O5S

A cluster of 6 separate species, CH14O5S in total in a non-equilibrium geometry (ωB97M-V/def2-TZVPD, OMol25).

```
21
Properties=species:S:1:pos:R:3:lowdin_charge:R:1
C -0.783 0.393 -4.193 -0.5020
S -0.817 1.828 -3.206 0.6763
H -0.038 0.529 -4.920 0.0137
H -1.696 0.561 -4.846 0.0480
H -0.792 -0.448 -3.525 0.0303
H -1.815 1.605 -2.267 -0.0811
H -0.868 -2.490 1.889 0.0348
H 0.450 -1.841 1.979 0.0525
O -0.383 -1.965 2.490 -0.0292
H 0.688 0.906 -1.818 -0.0780
H 1.726 -0.062 -1.401 0.0323
O 1.069 0.500 -1.033 -0.0673
H 0.939 1.190 0.800 0.0320
H 0.093 0.956 2.165 0.1037
O 1.057 1.228 1.800 -0.1379
H -2.883 -0.064 3.326 0.0442
H -1.608 -0.704 2.876 -0.0797
O -2.045 0.090 2.885 -0.0282
H 1.772 -0.454 2.086 0.0294
H 3.295 -0.724 2.799 0.0581
O 2.641 -1.035 2.115 -0.1519
```

As for the charge: 0. For the orbital gap, the calculation gives 10.00 eV. The calculation puts the energy above the lowest of the compared OMol25 structures with the same formula, charge and spin at 1.334 eV. The calculation puts the LUMO energy at 0.015 hartree.

=====

[7]
# C8H12O3

A cluster of 2 separate species, C8H12O3 in total in a non-equilibrium geometry (ωB97M-V/def2-TZVPD, OMol25).

```
23
Properties=species:S:1:pos:R:3:lowdin_charge:R:1
C -0.290 0.094 1.950 -0.0401
C -0.523 1.573 1.773 -0.2910
C -1.783 2.169 1.312 -0.3121
C -3.015 1.386 0.941 -0.0388
C 2.388 -1.779 -1.272 -0.0963
C 2.070 -0.994 -0.239 -0.0816
C -0.057 -0.768 -1.091 -0.0882
C 0.275 -1.551 -2.116 -0.0920
H 0.775 -0.126 1.769 0.0777
H -0.953 -0.493 1.307 0.0719
H -0.465 -0.198 2.986 0.0864
H 0.108 2.201 2.406 0.1394
H -1.986 3.195 1.640 0.1381
H -2.767 0.365 0.621 0.0662
H -3.536 1.883 0.108 0.0849
H -3.706 1.333 1.792 0.0839
H 3.379 -2.217 -1.391 0.1252
H 2.767 -0.729 0.572 0.1348
H -1.047 -0.323 -0.955 0.1210
H -0.422 -1.805 -2.908 0.1246
O -0.658 2.064 0.441 -0.0252
O 1.519 -2.116 -2.287 -0.0380
O 0.822 -0.432 -0.090 -0.1509
```

As for the charge: 0. For the orbital gap, the calculation gives 8.62 eV. The calculation puts the energy above the lowest of the compared OMol25 structures with the same formula, charge and spin at 4.123 eV. The calculation puts the LUMO energy at 0.035 hartree.

=====

[8]
# C4H4F4

A cluster of 2 separate species, C4H4F4 in total in a non-equilibrium geometry (ωB97M-V/def2-TZVPD, OMol25).

```
12
Properties=species:S:1:pos:R:3:lowdin_charge:R:1
C -1.419 1.074 -0.851 -0.1738
C -0.875 -0.037 -0.374 -0.0658
C -0.856 -1.310 0.194 -0.1360
C 1.903 0.486 0.427 -0.3483
F -0.992 2.353 -1.077 -0.0208
F 2.701 0.388 -0.683 0.0971
F 2.075 1.575 1.090 0.1821
F 2.118 -0.602 1.262 0.0649
H -2.450 1.042 -1.259 0.1143
H -0.533 -1.329 1.344 0.1318
H 0.077 -1.824 -0.231 0.1078
H -1.748 -1.816 0.158 0.0466
```

The spin multiplicity is 3. As for the charge: 0. For the orbital gap (spin up / spin down), the calculation gives 9.13 / 7.85 eV. The calculation puts the energy above the lowest of the compared OMol25 structures with the same formula, charge and spin at 1.391 eV. The calculation puts the LUMO energy (spin up / spin down) at 0.031 / -0.060 hartree.